--- A ---
Density functional theory data (wB97M-V/def2-TZVPD) for one molecule with the formula C5H7N.

Element x y z (Å)
1 C -1.854 0.191 -0.042
2 N -0.425 -0.011 -0.110
3 C 0.253 -1.060 0.450
4 C 1.597 -0.789 0.389
5 C 1.741 0.475 -0.250
6 C 0.478 0.919 -0.549
7 H -2.231 -0.164 0.924
8 H -2.373 -0.331 -0.850
9 H -2.065 1.263 -0.110
10 H -0.289 -1.913 0.838
11 H 2.383 -1.413 0.791
12 H 2.658 1.017 -0.437
13 H 0.128 1.815 -1.044

Molar mass in g mol⁻¹: 81.12
SMILES string: Cn1cccc1
Kohn-Sham gap in eV: 9.273
Charge: 0

--- B ---
Density functional theory data (wB97M-V/def2-TZVPD) for a 2-piece molecular cluster, C5H7N overall.

Element x y z (Å)
1 C 2.642 0.592 0.429
2 C -1.827 -0.646 0.125
3 C -1.506 0.808 -0.164
4 C 1.877 -0.551 0.329
5 C -0.726 -0.280 -0.763
6 N 2.948 -0.103 -0.609
7 H 2.885 1.508 0.917
8 H -1.607 -1.013 1.118
9 H -2.718 -1.093 -0.302
10 H -2.168 1.393 -0.790
11 H -1.069 1.380 0.643
12 H 1.811 -1.476 0.856
13 H -0.543 -0.517 -1.788

Molar mass in g mol⁻¹: 81.12
Kohn-Sham gap (alpha / beta) in eV: 8.919 / 8.287
Charge: 0

Stability ranking, top and bottom: A is the most stable and B is the least stable.

--- A ---
Density functional theory data (wB97M-V/def2-TZVPD) for an isolated ion of composition C6H8N and charge +1.

Element x y z (Å)
1 C 2.279 -0.489 0.006
2 C 1.815 0.676 0.459
3 N 0.645 0.895 -0.457
4 C -0.662 1.180 0.172
5 C -1.524 -0.048 -0.015
6 C -0.490 -1.215 0.164
7 C 0.882 -0.675 -0.353
8 H 3.081 -1.107 0.366
9 H 1.015 1.332 -1.290
10 H -1.106 1.951 -0.282
11 H -0.432 1.342 1.169
12 H -1.731 -0.130 -1.107
13 H -2.479 -0.168 0.599
14 H -0.476 -1.583 1.133
15 H -0.818 -1.963 -0.563

Molar mass in g mol⁻¹: 94.14
SMILES string: C1=C2[N@@H+]3CCC[C@]123
Kohn-Sham gap in eV: 9.235
Charge: +1

--- B ---
Density functional theory data (wB97M-V/def2-TZVPD) for an isolated ion of composition C6H8N and charge +1.

Element x y z (Å)
1 N -2.632 -0.690 -0.124
2 C -1.800 0.273 0.056
3 C -0.755 0.928 0.086
4 C 0.467 1.810 0.025
5 C 0.720 0.364 0.002
6 C 1.460 -0.688 0.764
7 C 1.254 -0.809 -0.753
8 H -3.072 -0.908 -1.029
9 H -3.056 -1.062 0.705
10 H 0.670 2.415 -0.949
11 H 0.617 2.302 0.887
12 H 1.120 -1.275 1.521
13 H 2.343 -0.391 1.264
14 H 2.019 -0.580 -1.384
15 H 0.645 -1.688 -1.070

Molar mass in g mol⁻¹: 94.14
SMILES string: [NH2+]=C=C1CC12CC2
Kohn-Sham gap in eV: 10.716
Charge: +1

Stability ranking, top and bottom: B is the most stable and A is the least stable.

--- A ---
Density functional theory data (wB97M-V/def2-TZVPD) for an isolated ion of composition C6H8N and charge +1.

Element x y z (Å)
1 C -2.610 0.290 -0.550
2 N -1.328 -0.038 -0.060
3 C -0.528 -0.382 0.705
4 C 0.845 -0.510 1.111
5 C 1.196 0.879 0.653
6 C 1.604 0.490 -0.560
7 C 1.680 -0.961 -0.261
8 H -2.608 0.975 -1.322
9 H -3.173 0.647 0.296
10 H -3.113 -0.551 -0.856
11 H 1.033 -0.760 2.188
12 H 0.970 1.875 1.050
13 H 2.031 1.148 -1.365
14 H 2.716 -1.327 -0.127
15 H 1.285 -1.776 -0.901

Molar mass in g mol⁻¹: 94.14
SMILES string: C[N+]#C[C@@H]1C=CC1
Kohn-Sham gap in eV: 9.509
Charge: +1

--- B ---
Density functional theory data (wB97M-V/def2-TZVPD) for an isolated ion of composition C6H8N and charge +1.

Element x y z (Å)
1 C 1.511 -2.691 1.938
2 C 0.862 -1.743 1.477
3 C 0.104 0.398 0.456
4 C 0.932 1.568 0.543
5 C -0.978 0.215 -1.816
6 C -1.195 0.553 -0.336
7 N 0.179 -0.819 0.997
8 H 2.350 -3.142 2.423
9 H 1.051 2.116 -0.420
10 H 1.529 1.627 1.402
11 H -1.373 1.074 -2.365
12 H -1.445 -0.718 -2.096
13 H 0.059 0.127 -2.094
14 H -2.037 -0.145 0.115
15 H -1.547 1.582 -0.223

Molar mass in g mol⁻¹: 94.14
Kohn-Sham gap (alpha / beta) in eV: 5.976 / 6.003
Charge: +1

Stability ranking, top and bottom: A is the most stable and B is the least stable.

--- A ---
Density functional theory data (wB97M-V/def2-TZVPD) for a 6-piece molecular cluster, H11O5S overall.

Element x y z (Å)
1 S 0.000 1.826 -1.397
2 H -0.203 2.581 -2.515
3 H -0.702 -1.474 -2.186
4 H -0.972 0.051 -1.879
5 O -1.384 -0.861 -2.009
6 H 0.560 -1.283 1.902
7 H 1.185 -2.096 0.850
8 O 0.912 -2.175 1.747
9 H 1.943 -0.579 0.210
10 H 2.130 0.665 -0.753
11 O 2.577 -0.079 -0.299
12 H 0.774 2.756 2.250
13 H 0.748 1.469 1.423
14 O 0.597 1.825 2.302
15 H -3.046 -0.173 0.236
16 H -2.250 -1.347 -0.295
17 O -2.869 -1.107 0.414

Molar mass in g mol⁻¹: 123.15
Kohn-Sham gap in eV: 7.743
Charge: -1

--- B ---
Density functional theory data (wB97M-V/def2-TZVPD) for a 6-piece molecular cluster, H11O5S overall.

Element x y z (Å)
1 S -0.517 -0.706 -2.055
2 H 0.452 0.268 -2.081
3 H 0.587 1.290 0.289
4 H -0.842 1.447 0.782
5 O 0.091 1.495 1.106
6 H 1.407 1.379 5.518
7 H 2.108 2.554 4.981
8 O 1.936 2.116 5.825
9 H 1.222 -2.428 -1.545
10 H 1.065 -3.910 -1.941
11 O 1.666 -3.196 -1.903
12 H 0.354 -1.766 0.599
13 H -1.055 -1.484 0.425
14 O -0.449 -1.789 1.132
15 H -3.471 1.397 -3.742
16 H -1.869 1.408 -3.624
17 O -2.685 1.927 -3.767

Molar mass in g mol⁻¹: 123.15
Kohn-Sham gap in eV: 7.203
Charge: -1

Stability ranking, top and bottom: A is the most stable and B is the least stable.